Below is a 8-piece molecular cluster, C51H113N5O8 overall in a non-equilibrium geometry, with properties calculated with ωB97M-V/def2-TZVPD.

**Energy relative to the best compared isomer or geometry (same formula, charge and spin)**: 1.6286 eV
**SMILES**: CC1(C)CCCC(C)(C)N1O.CC1(C)CCCC(C)(C)N1O.CC1(C)CCCC(C)(C)N1O.CC1(C)CCCC(C)(C)N1O.CC1(C)CCCC(C)(C)N1O.CCO.CCO.CCO
**Orbital gap**: 8.3 eV
**Calculated total energy**: -2886.355312 Eh
**HOMO**: -8.01 eV

CARTESIAN COORDINATES (ANGSTROEM)
C (-0.429801, 18.282820, -13.029458)
C (-1.383230, 17.328406, -12.304947)
C (-1.912966, 17.911567, -10.990276)
C (-2.595740, 17.103515, -13.283888)
C (-3.348162, 15.792573, -13.044550)
C (-2.341841, 14.649509, -13.152426)
C (-1.259854, 14.733430, -12.053420)
C (-1.815418, 14.461847, -10.644802)
C (-0.225772, 13.656496, -12.352660)
N (-0.653275, 16.050823, -12.192425)
O (0.451047, 16.191759, -11.309334)
H (0.562868, 18.334614, -12.580348)
H (-0.430039, 18.158134, -14.110387)
H (-0.732497, 19.334356, -12.925311)
H (-1.102451, 17.860090, -10.262564)
H (-2.239439, 18.950538, -11.013446)
H (-2.699429, 17.309940, -10.528939)
H (-3.214522, 17.921416, -12.899845)
H (-2.309749, 17.248104, -14.321211)
H (-3.866634, 15.783103, -12.089207)
H (-4.009541, 15.669307, -13.905502)
H (-1.766753, 14.644346, -14.076896)
H (-2.930972, 13.738093, -13.028091)
H (-2.501248, 15.202970, -10.228718)
H (-0.989248, 14.448575, -9.927686)
H (-2.292056, 13.480622, -10.582723)
H (-0.702004, 12.686226, -12.511383)
H (0.409237, 13.441377, -11.485621)
H (0.499766, 13.886298, -13.132484)
H (1.180127, 16.452348, -11.882280)
C (3.407234, 17.863261, -8.058758)
C (2.140816, 17.484649, -7.202595)
C (1.743388, 16.107011, -7.778238)
C (2.644681, 17.287566, -5.780621)
C (2.477463, 18.483771, -4.834751)
C (1.069094, 19.008589, -5.017024)
C (0.756547, 19.496592, -6.410853)
C (-0.766847, 19.768471, -6.434088)
C (1.473663, 20.824998, -6.740179)
N (1.045562, 18.440210, -7.374709)
O (0.811898, 18.660663, -8.729597)
H (4.190541, 18.281589, -7.418402)
H (3.875907, 17.161344, -8.741770)
H (3.130575, 18.757587, -8.632574)
H (2.583116, 15.417137, -7.681432)
H (0.843889, 15.680606, -7.320124)
H (1.526757, 16.114433, -8.850482)
H (1.996549, 16.519653, -5.338222)
H (3.676558, 16.955605, -5.716436)
H (2.509006, 18.131513, -3.797885)
H (3.245350, 19.260159, -4.845291)
H (0.792062, 19.766715, -4.278340)
H (0.342469, 18.230143, -4.751993)
H (-1.374197, 18.861221, -6.403201)
H (-0.957995, 20.199562, -7.422211)
H (-1.067294, 20.414527, -5.611856)
H (2.490703, 20.544707, -7.025522)
H (1.511564, 21.533352, -5.906999)
H (1.075175, 21.470170, -7.525953)
H (-0.014456, 18.199654, -8.907575)
C (-0.072445, 14.793139, -18.618143)
C (1.210107, 14.674770, -17.787173)
C (1.603962, 16.083196, -17.366940)
C (0.836232, 13.858032, -16.527519)
C (2.028482, 13.564732, -15.677796)
C (3.067987, 12.819932, -16.525138)
C (3.467118, 13.465927, -17.859848)
C (4.550806, 14.528178, -17.647394)
C (4.063976, 12.382200, -18.765848)
N (2.241569, 13.955168, -18.529123)
O (2.605613, 14.707744, -19.702812)
H (0.079529, 15.444009, -19.485632)
H (-0.224997, 13.816113, -19.101388)
H (-1.026294, 15.057780, -18.168986)
H (1.742930, 16.712374, -18.248169)
H (0.810916, 16.562597, -16.788273)
H (2.518302, 16.101437, -16.773773)
H (0.107162, 14.476205, -15.991335)
H (0.293626, 12.963593, -16.848348)
H (2.442279, 14.462357, -15.208888)
H (1.712595, 12.969270, -14.816330)
H (2.834177, 11.756075, -16.496972)
H (3.977452, 12.926503, -15.919062)
H (4.626784, 15.293061, -18.417799)
H (5.561480, 14.133438, -17.511669)
H (4.392437, 15.015791, -16.676645)
H (4.788936, 11.732998, -18.273347)
H (4.578642, 12.847523, -19.605264)
H (3.220163, 11.754273, -19.061914)
H (2.001649, 14.306838, -20.337809)
C (2.982052, 23.473537, -11.542922)
C (1.528969, 23.047627, -11.713197)
C (1.474242, 21.766858, -12.583835)
C (0.868783, 22.592174, -10.408067)
C (0.519131, 23.800407, -9.562020)
C (-0.366538, 24.795137, -10.296536)
C (0.243635, 25.297198, -11.629745)
C (-0.847778, 26.077251, -12.314945)
C (1.424786, 26.210796, -11.283300)
N (0.696940, 24.081395, -12.361919)
O (1.234810, 24.521552, -13.579867)
H (3.118312, 23.933985, -10.558851)
H (3.702655, 22.658505, -11.624903)
H (3.346470, 24.254224, -12.211754)
H (1.771804, 22.003608, -13.609458)
H (2.063354, 20.989875, -12.103660)
H (0.444323, 21.431009, -12.722741)
H (-0.122004, 22.168180, -10.610260)
H (1.409579, 21.856233, -9.815135)
H (-0.038838, 23.559433, -8.650798)
H (1.450884, 24.253586, -9.207995)
H (-0.559990, 25.656115, -9.651198)
H (-1.355529, 24.376631, -10.503981)
H (-1.288634, 26.921922, -11.794003)
H (-1.679384, 25.417033, -12.604899)
H (-0.606839, 26.382838, -13.341809)
H (1.037908, 27.180978, -10.965832)
H (2.139998, 26.304857, -12.101194)
H (2.044949, 25.855469, -10.458030)
H (0.843879, 24.018275, -14.301503)
C (-5.662985, 13.550168, -11.594392)
C (-6.448713, 12.355506, -11.103162)
C (-5.682977, 11.606488, -9.995279)
C (-7.756866, 12.914082, -10.510166)
C (-8.802081, 11.848893, -10.175251)
C (-9.041712, 10.869104, -11.336044)
C (-7.788904, 10.435874, -12.091810)
C (-7.158071, 9.174351, -11.437679)
C (-8.177920, 10.020112, -13.517751)
N (-6.831994, 11.526272, -12.269713)
O (-5.715893, 11.238116, -13.067528)
H (-4.746372, 13.160987, -12.054870)
H (-6.247454, 14.075375, -12.348336)
H (-5.272180, 14.185884, -10.800082)
H (-6.350162, 11.076106, -9.319110)
H (-4.977461, 10.858605, -10.363429)
H (-5.077884, 12.339338, -9.457557)
H (-7.530073, 13.363517, -9.539480)
H (-8.179620, 13.632813, -11.212438)
H (-8.463191, 11.238402, -9.334039)
H (-9.762948, 12.268780, -9.876323)
H (-9.906553, 11.133838, -11.951429)
H (-9.478201, 9.979323, -10.862812)
H (-7.679066, 8.265602, -11.737973)
H (-7.135468, 9.253714, -10.347803)
H (-6.102824, 9.031375, -11.682475)
H (-8.568213, 10.829327, -14.137796)
H (-8.895607, 9.197663, -13.481732)
H (-7.303276, 9.659338, -14.062371)
H (-5.995252, 11.544981, -13.940678)
C (-4.025747, 22.127120, -11.614501)
C (-4.749874, 21.217294, -12.625140)
O (-5.076058, 22.060843, -13.728849)
H (-4.493358, 23.106706, -11.675332)
H (-2.965857, 21.972607, -11.789635)
H (-4.278575, 21.803371, -10.600098)
H (-5.618507, 20.731016, -12.169494)
H (-4.049262, 20.442580, -12.958488)
H (-5.519867, 21.511134, -14.384646)
C (-3.649242, 16.627453, -7.705829)
C (-4.143827, 16.673861, -6.287008)
O (-4.155409, 18.021009, -5.791560)
H (-3.516525, 15.580311, -7.990623)
H (-2.639819, 17.041277, -7.785940)
H (-4.314526, 17.222707, -8.333970)
H (-3.570553, 16.017659, -5.627246)
H (-5.161708, 16.273720, -6.186891)
H (-4.301623, 18.575126, -6.563641)
C (-3.344858, 12.568979, -15.703606)
C (-4.756861, 13.140088, -15.764398)
O (-5.651202, 12.037508, -16.030269)
H (-3.295982, 11.824486, -14.908294)
H (-2.514016, 13.257632, -15.538214)
H (-3.051190, 12.130421, -16.660246)
H (-4.834255, 13.786908, -16.640598)
H (-5.058815, 13.604088, -14.826718)
H (-5.978995, 12.135290, -16.924259)

Forces on the atoms, in the same order (eV/Å):
-0.17 1.50 0.51
-0.46 -0.77 -1.36
0.66 -0.55 0.90
-0.12 0.58 2.16
1.40 0.27 -1.49
-0.16 0.14 1.38
-0.67 0.05 0.19
0.20 -0.08 0.57
0.83 -0.65 0.91
0.58 0.40 -0.65
-0.19 -0.07 0.36
0.13 -0.43 -0.24
0.43 -0.58 0.07
-0.44 -0.14 0.18
0.08 0.10 -0.06
-0.01 0.00 -0.42
-0.18 0.00 -0.35
-0.43 0.17 -1.01
-0.03 -0.10 -0.05
-0.18 -0.07 -0.09
-0.61 0.05 0.43
-0.42 0.09 -0.34
0.53 -0.33 -0.18
-0.17 0.03 -0.47
0.10 -0.04 -0.12
-0.05 0.01 -0.12
-0.19 0.15 -0.46
-0.08 0.37 0.14
-0.48 0.17 -0.39
0.02 -0.13 0.00
-0.13 2.47 0.22
1.83 -0.90 -1.96
-0.53 -0.20 -0.15
-1.09 0.27 1.43
-0.52 -0.17 0.66
-0.11 -0.06 0.53
-1.43 1.14 -0.76
0.27 -0.26 -1.00
0.79 0.11 0.20
0.22 -1.66 1.66
-0.10 0.86 -0.01
0.12 -0.33 0.13
-0.38 -0.44 0.15
0.05 -0.38 -0.39
-0.05 -0.06 0.30
0.17 0.06 0.33
0.07 0.45 0.01
0.26 -0.12 0.07
-0.02 -0.33 -0.49
0.26 -0.25 -0.09
-0.03 0.05 -0.65
0.37 0.40 -0.28
0.24 -0.35 -0.34
0.25 -0.17 0.32
-0.36 0.40 0.28
-0.02 0.26 -0.18
0.15 0.40 0.08
0.11 -0.41 0.35
-0.35 -0.69 -0.37
0.05 -0.03 -0.01
0.46 -1.06 -1.96
-0.82 0.57 1.21
0.29 0.58 -0.07
-0.59 0.85 -0.54
-0.04 -0.41 0.06
0.96 0.72 1.80
0.04 -0.39 -0.43
0.20 0.74 1.24
-0.44 -0.14 -0.02
-0.20 -0.33 -0.26
-0.29 -0.31 0.37
0.00 0.31 0.27
-0.16 -0.05 0.26
0.35 0.20 0.67
0.21 -0.08 0.01
-0.05 -0.17 0.09
-0.06 0.07 -0.04
-0.01 -0.09 0.06
0.27 -0.21 0.09
0.01 0.17 -0.37
0.20 -0.28 -0.14
-0.12 0.00 -0.80
0.15 -0.53 -0.15
-0.33 -0.12 -0.12
-0.17 -0.54 -0.32
-0.18 0.31 -0.25
0.02 0.23 0.34
-0.26 -0.14 -0.24
0.25 -0.04 -0.42
0.27 0.13 -0.27
0.78 0.60 0.86
0.08 -1.11 -0.75
-0.47 0.95 -0.75
-1.42 1.22 0.56
0.05 0.39 0.86
0.33 0.14 -0.34
0.83 -0.60 1.80
-0.93 -0.84 -2.51
0.42 0.30 0.14
-2.11 0.09 0.05
1.07 0.26 -0.36
0.09 -0.25 0.08
-0.22 -0.18 0.08
-0.47 -0.20 -0.43
0.68 -0.30 0.15
0.13 -0.09 -0.29
-0.07 -0.03 0.45
0.26 -0.40 -0.48
0.44 -0.02 -0.39
0.21 -0.46 0.00
-0.14 0.28 -0.02
0.12 0.10 -0.07
0.10 -0.30 -0.04
0.43 -0.01 0.41
-0.03 -0.21 0.71
0.68 0.49 0.38
0.16 0.13 -0.24
-0.36 0.33 -0.26
-0.31 -0.22 0.09
-0.34 -0.16 0.34
1.18 -0.70 -0.54
-0.81 -0.48 0.32
0.50 0.01 -0.23
-0.48 -0.65 0.54
0.23 -0.67 -0.68
-0.76 -0.34 0.93
0.75 -1.13 -1.21
0.41 0.23 0.55
0.08 -0.37 -0.34
-0.93 2.12 0.90
0.05 -0.70 0.04
-0.19 0.16 -0.22
0.12 0.29 0.09
-0.61 0.20 0.18
0.01 0.17 0.14
-0.05 0.11 -0.33
-0.16 -0.10 0.34
0.20 0.58 -0.29
0.04 0.17 0.11
0.09 0.22 0.13
0.12 0.24 0.04
0.60 0.71 -0.54
0.37 -0.23 -0.09
-0.16 0.05 0.15
-0.38 -0.10 0.01
-0.10 0.22 -0.49
-0.22 0.18 0.36
-0.09 0.11 -0.05
0.03 -0.18 0.17
0.19 -0.10 -0.15
-1.14 -1.40 0.23
0.64 0.54 0.28
-0.39 -0.49 -0.08
0.75 0.34 -0.35
0.17 1.02 0.16
0.33 -0.22 0.01
-0.16 0.16 -0.23
-0.17 -0.15 0.05
0.03 0.18 -0.07
0.61 -0.29 0.28
-0.62 0.15 0.54
0.28 -0.49 0.02
-0.51 0.12 -0.47
-0.06 0.22 0.16
-0.01 -0.41 -0.35
0.40 0.48 0.06
-0.03 0.04 -0.38
-0.03 0.18 0.12
0.52 -0.03 -0.04
0.58 -0.80 -0.98
-0.09 0.11 0.54
0.04 -0.16 -0.13
-0.47 0.46 0.30
-0.45 -0.37 0.03
-0.01 0.61 0.48
-0.01 0.23 -0.12
-0.13 -0.11 -0.03

These are the Löwdin partial charges, in e, on atoms 1 to 6:
1 C -0.023
2 C -0.474
3 C -0.012
4 C -0.113
5 C -0.159
6 C -0.143